# C23H25N3O5

A single C23H25N3O5 molecule in a non-equilibrium geometry (ωB97M-V/def2-TZVPD, OMol25).

Its total charge is 0. Its relative energy (zero: lowest compared OMol25 entry of this formula, charge and spin) is 0.956 eV. For the largest force on an atom, the calculation gives 0.0217 Eh/bohr.

```
56
Properties=species:S:1:pos:R:3:lowdin_charge:R:1
C 6.741 -0.478 4.185 -0.118
O 5.758 0.143 3.402 -0.197
C 6.278 1.137 2.547 -0.252
C 5.139 1.729 1.727 -0.149
C 4.527 0.680 0.796 -0.171
N 3.427 1.224 0.035 0.072
C 3.480 1.411 -1.292 -0.488
O 4.421 1.117 -1.999 0.053
C 2.181 2.017 -1.856 -0.069
N 1.067 1.104 -1.719 0.082
C 0.368 0.988 -0.569 -0.456
O 0.600 1.683 0.409 0.055
C -0.742 0.001 -0.613 -0.071
C -1.954 0.401 -0.154 0.037
N -3.060 -0.379 -0.200 0.060
C -4.299 0.141 0.270 -0.139
C -4.454 0.477 1.602 -0.003
C -5.671 0.949 2.062 -0.085
C -6.731 1.066 1.181 -0.078
C -6.582 0.741 -0.157 -0.009
C -5.359 0.287 -0.637 -0.209
O -5.080 0.004 -1.933 -0.069
C -6.143 -0.044 -2.854 -0.069
C -3.052 -1.679 -0.704 -0.349
O -4.065 -2.350 -0.707 0.099
C -1.745 -2.153 -1.161 -0.058
C -1.655 -3.466 -1.631 -0.001
C -0.444 -3.989 -2.020 -0.068
C 0.706 -3.210 -1.919 -0.063
C 0.637 -1.912 -1.466 -0.023
C -0.593 -1.344 -1.102 -0.106
H 6.232 -1.218 4.799 0.088
H 7.492 -0.977 3.559 0.089
H 7.252 0.246 4.833 0.088
H 7.037 0.698 1.880 0.127
H 6.764 1.926 3.143 0.124
H 4.370 2.097 2.408 0.119
H 5.519 2.566 1.140 0.120
H 4.179 -0.166 1.394 0.126
H 5.273 0.334 0.076 0.124
H 2.597 1.519 0.538 0.114
H 2.328 2.251 -2.910 0.129
H 1.945 2.929 -1.300 0.130
H 0.865 0.486 -2.488 0.144
H -2.091 1.395 0.249 0.153
H -3.618 0.355 2.275 0.125
H -5.792 1.210 3.101 0.102
H -7.689 1.418 1.533 0.106
H -7.423 0.849 -0.822 0.105
H -6.595 0.943 -2.999 0.095
H -5.703 -0.380 -3.792 0.096
H -6.909 -0.758 -2.539 0.103
H -2.562 -4.051 -1.665 0.120
H -0.379 -5.003 -2.384 0.104
H 1.663 -3.628 -2.193 0.108
H 1.546 -1.338 -1.363 0.109
```

---

# C4H24N2O9

8 unconnected molecules or ions with the total composition C4H24N2O9 in a non-equilibrium geometry (ωB97M-V/def2-TZVPD, OMol25).

Its total charge is 0. Its relative energy (zero: lowest compared OMol25 entry of this formula, charge and spin) is 3.338 eV. For the largest force on an atom, the calculation gives 0.1068 Eh/bohr.

```
39
Properties=species:S:1:pos:R:3:lowdin_charge:R:1
N 0.746 0.860 -2.019 0.172
C 0.307 -0.379 -2.502 -0.533
O -0.356 -0.484 -3.501 0.060
C 0.503 -1.547 -1.620 -0.107
C 0.002 -1.265 -0.231 -0.358
N -1.476 -1.074 -0.177 0.055
C 0.401 -2.463 0.789 -0.198
O -0.051 -2.005 2.040 -0.135
H 0.857 1.625 -2.627 0.095
H 1.298 0.862 -1.167 0.063
H -0.017 -2.457 -1.873 0.123
H 1.556 -1.960 -1.561 0.142
H 0.477 -0.411 0.294 0.106
H -1.876 -0.286 -0.667 -0.005
H -1.907 -1.947 -0.539 0.081
H -0.221 -3.419 0.707 0.131
H 1.492 -2.777 0.897 0.136
H -1.003 -1.991 2.286 0.107
O -3.316 -1.327 -2.105 -0.080
H -2.678 -1.205 -2.853 0.052
H -3.680 -0.423 -2.127 0.042
O 3.648 0.215 2.087 -0.082
H 2.856 0.469 2.650 0.045
H 3.756 -0.715 2.334 0.059
O -2.320 1.340 -1.204 -0.033
H -1.773 1.808 -0.629 0.004
H -1.710 1.214 -1.947 0.040
O -2.428 2.025 1.923 0.022
H -1.881 1.285 1.938 0.006
H -3.254 2.071 2.309 0.021
O 1.066 0.958 2.863 -0.059
H 1.002 0.161 2.255 0.051
H 0.624 1.534 2.283 -0.039
O 0.246 3.392 2.095 -0.078
H 0.600 3.999 2.677 -0.005
H -0.668 3.110 2.584 0.115
O 3.081 0.156 -0.414 -0.064
H 3.693 0.221 0.306 -0.015
H 3.739 0.478 -1.050 0.063
```

---

# C23H18Cl2NO

A gas-phase ion, C23H18Cl2NO (charge +1) in a non-equilibrium geometry (ωB97M-V/def2-TZVPD, OMol25).

Its total charge is +1. Its relative energy (zero: lowest compared OMol25 entry of this formula, charge and spin) is 0.000 eV. For the largest force on an atom, the calculation gives 0.0897 Eh/bohr.

```
45
Properties=species:S:1:pos:R:3:lowdin_charge:R:1
C -4.999 2.370 3.687 -0.018
O -4.555 2.308 2.285 -0.071
C -3.553 1.504 1.859 -0.259
C -3.210 1.555 0.476 0.058
C -2.084 0.902 -0.020 0.000
C -1.158 0.240 0.823 -0.056
C -1.593 0.063 2.189 -0.125
C -0.827 -0.773 3.042 0.040
C 0.259 -1.442 2.525 -0.004
C 0.670 -1.195 1.204 0.018
N 0.130 -0.274 0.354 0.094
C 0.627 -0.433 -1.057 -0.131
C 1.507 0.807 -1.359 -0.148
C 0.754 1.944 -1.586 -0.047
C 1.355 3.185 -1.813 -0.077
C 2.755 3.299 -1.823 -0.665
Cl 3.496 4.812 -2.182 0.706
C 3.532 2.129 -1.863 -0.077
C 2.889 0.878 -1.693 -0.014
C 1.342 -1.797 -1.430 -0.195
C 0.506 -2.759 -1.971 -0.033
C 0.967 -4.049 -2.255 -0.074
C 2.319 -4.368 -2.042 -0.667
Cl 2.921 -5.883 -2.575 0.720
C 3.212 -3.349 -1.667 -0.067
C 2.716 -2.068 -1.328 -0.053
C -2.766 0.709 2.676 0.053
H -5.859 3.051 3.706 0.099
H -5.331 1.381 4.038 0.099
H -4.216 2.789 4.339 0.101
H -3.835 2.193 -0.144 0.136
H -1.939 0.962 -1.098 0.103
H -1.166 -0.898 4.066 0.135
H 0.847 -2.187 3.087 0.133
H 1.478 -1.815 0.789 0.137
H -0.265 -0.388 -1.743 0.152
H -0.336 1.886 -1.658 0.096
H 0.761 4.059 -2.049 0.110
H 4.601 2.187 -2.114 0.119
H 3.539 0.019 -1.923 0.094
H -0.546 -2.524 -2.167 0.125
H 0.313 -4.797 -2.698 0.114
H 4.289 -3.539 -1.675 0.117
H 3.453 -1.350 -0.942 0.105
H -3.002 0.655 3.731 0.119
```

---

# C3H5NOS

A single C3H5NOS molecule in a non-equilibrium geometry (ωB97M-V/def2-TZVPD, OMol25).

Its total charge is 0. Its relative energy (zero: lowest compared OMol25 entry of this formula, charge and spin) is 0.655 eV. For the largest force on an atom, the calculation gives 0.0219 Eh/bohr.

```
11
Properties=species:S:1:pos:R:3:lowdin_charge:R:1
C 0.097 1.766 -0.005 -0.084
N 0.496 0.364 -0.003 -0.186
C 1.849 0.024 0.003 -0.277
O 2.254 -1.112 0.003 0.061
C -0.447 -0.623 0.001 -0.653
S -2.061 -0.399 0.001 0.667
H -0.510 2.043 0.901 0.102
H 0.984 2.405 -0.002 0.081
H -0.496 1.968 -0.897 0.081
H 2.493 0.929 0.001 0.140
H 0.008 -1.602 -0.017 0.068
```

---

# C3H4ClNS2

A single C3H4ClNS2 molecule in a non-equilibrium geometry (ωB97M-V/def2-TZVPD, OMol25).

Its total charge is 0. Its relative energy (zero: lowest compared OMol25 entry of this formula, charge and spin) is 0.884 eV. For the largest force on an atom, the calculation gives 0.0903 Eh/bohr.

```
11
Properties=species:S:1:pos:R:3:lowdin_charge:R:1
S -0.654 1.854 -1.261 0.586
C -0.580 0.403 -0.383 -0.933
N -0.964 -0.797 -0.880 -0.397
S -0.739 -2.222 -0.012 0.869
C 0.785 -1.445 0.779 -0.372
C 0.198 0.066 0.774 -0.782
Cl 1.516 1.243 1.043 0.603
H -1.567 -0.716 -1.794 0.158
H 1.726 -1.456 0.114 0.102
H 1.040 -1.789 1.796 0.082
H -0.355 0.144 1.670 0.083
```

---

# C43H54ClLaN6O2P2S3

A molecular structure, C43H54ClLaN6O2P2S3 in a non-equilibrium geometry (ωB97M-V/def2-TZVPD, OMol25).

Its total charge is 0. Its relative energy (zero: lowest compared OMol25 entry of this formula, charge and spin) is 0.000 eV. For the largest force on an atom, the calculation gives 0.0511 Eh/bohr.

```
112
Properties=species:S:1:pos:R:3:lowdin_charge:R:1
La -0.269 0.220 -0.182 1.710
C -0.446 -1.514 -3.851 -0.153
C 0.777 -0.644 -4.142 -0.525
C 1.623 -1.366 -5.194 -0.118
P 1.475 -0.057 -2.483 0.988
C 2.619 1.360 -2.947 -0.530
C 3.531 1.165 -4.151 -0.114
C 3.456 1.683 -1.716 -0.148
C 2.594 -1.289 -1.738 -0.297
C 3.396 -2.110 -2.528 -0.056
C 4.176 -3.123 -2.001 -0.286
C 5.069 -3.965 -2.863 -0.056
C 4.089 -3.351 -0.629 -0.040
C 3.325 -2.542 0.176 -0.036
C 2.599 -1.438 -0.323 -0.340
N 1.921 -0.596 0.526 -0.156
C 2.432 -0.413 1.787 -0.361
C 3.823 -0.382 2.014 -0.028
C 4.360 -0.207 3.265 -0.035
C 3.548 -0.017 4.380 -0.283
C 4.128 0.168 5.753 -0.056
C 2.180 0.012 4.176 -0.067
C 1.610 -0.192 2.922 -0.325
P -0.189 -0.193 2.679 1.011
C -0.693 -1.919 3.244 -0.509
C -0.681 -2.132 4.754 -0.105
C 0.249 -2.921 2.579 -0.106
C -0.850 0.926 4.021 -0.552
C -2.371 0.914 3.932 -0.116
C -0.325 2.336 3.799 -0.150
H -0.958 -1.752 -4.781 0.086
H -1.156 -1.012 -3.197 -0.004
H -0.154 -2.441 -3.364 0.076
H 0.441 0.315 -4.572 0.073
H 1.794 -2.401 -4.909 0.075
H 2.570 -0.876 -5.389 0.044
H 1.066 -1.368 -6.133 0.083
H 1.943 2.198 -3.164 0.098
H 4.092 0.238 -4.067 0.068
H 4.247 1.985 -4.189 0.078
H 2.965 1.181 -5.077 0.066
H 4.207 0.910 -1.567 0.081
H 2.837 1.733 -0.821 -0.028
H 3.970 2.636 -1.832 0.080
H 3.422 -1.945 -3.592 0.077
H 4.925 -3.737 -3.916 0.072
H 4.862 -5.023 -2.706 0.077
H 6.116 -3.787 -2.616 0.078
H 4.625 -4.181 -0.189 0.113
H 3.276 -2.748 1.236 0.112
H 4.478 -0.510 1.166 0.116
H 5.435 -0.224 3.382 0.111
H 5.196 -0.041 5.751 0.072
H 3.645 -0.497 6.468 0.076
H 3.980 1.194 6.094 0.079
H 1.544 0.204 5.027 0.103
H -1.707 -2.074 2.853 0.099
H 0.300 -1.901 5.162 0.071
H -0.901 -3.176 4.972 0.083
H -1.429 -1.528 5.260 0.060
H 1.226 -2.886 3.061 0.084
H 0.388 -2.701 1.521 0.048
H -0.137 -3.937 2.669 0.089
H -0.528 0.571 5.003 0.095
H -2.669 1.187 2.920 0.043
H -2.808 1.627 4.629 0.086
H -2.770 -0.074 4.139 0.069
H -0.633 2.692 2.815 0.034
H 0.761 2.364 3.854 0.049
H -0.731 3.009 4.552 0.082
C -1.630 5.761 -1.884 0.003
C -0.442 5.392 -1.086 -0.335
N 0.624 6.105 -0.917 0.109
N 1.457 5.358 -0.151 0.031
C 0.926 4.149 0.145 -0.760
S 1.564 2.899 1.013 0.692
N -0.319 4.187 -0.435 -0.099
N -1.203 3.124 -0.430 0.005
H -1.436 6.712 -2.370 0.087
H -2.518 5.854 -1.258 0.089
H -1.821 4.999 -2.640 0.074
H 2.383 5.680 0.081 0.155
H -1.446 2.882 -1.422 -0.070
H -2.062 3.366 0.066 0.109
S -1.534 1.672 -3.061 0.591
C -2.743 0.874 -2.192 -1.146
N -2.881 0.961 -0.887 -0.107
C -4.055 0.388 -0.464 -0.341
C -4.601 0.480 0.813 -0.021
C -5.823 -0.105 1.072 -0.085
C -6.511 -0.803 0.083 -0.096
C -6.003 -0.883 -1.200 -0.097
C -4.799 -0.261 -1.470 -0.472
S -4.000 -0.067 -3.007 1.035
H -4.081 1.030 1.580 0.083
H -6.260 -0.013 2.056 0.101
H -7.459 -1.263 0.313 0.099
H -6.531 -1.400 -1.986 0.106
Cl -2.719 -8.182 0.101 0.674
C -2.309 -6.506 0.002 -0.673
C -1.007 -6.151 -0.313 -0.093
C -0.685 -4.813 -0.431 -0.007
C -1.649 -3.834 -0.209 -0.130
C -2.949 -4.208 0.108 -0.001
C -3.286 -5.546 0.209 -0.094
C -1.268 -2.389 -0.280 -0.646
O -1.975 -1.533 0.310 -0.148
O -0.229 -2.070 -0.905 -0.187
H -0.269 -6.920 -0.475 0.105
H 0.314 -4.510 -0.701 0.123
H -3.694 -3.440 0.250 0.119
H -4.297 -5.848 0.433 0.105
```

---

LUMO energy
In order: 0.5001; 0.3357; -4.5358; -0.2450; 0.0870; 0.2363
Unit: eV
Frontier orbital gap
In order: 0.32049; 0.34168; 0.26329; 0.31827; 0.31644; 0.24848
Unit: hartree
Electronic energy
In order: -38965.6135; -25944.0688; -52717.9323; -17564.6121; -38857.5544; -122974.8773
Unit: eV